{"formula": "C14H18Cl2InN2", "method": "ωB97M-V/def2-TZVPD", "charge": -1, "spin_multiplicity": 1, "largest_force_ev_per_a": 3.46, "e_above_lowest_kcal_mol": 47.2, "elements": ["In", "Cl", "Cl", "C", "H", "H", "C", "C", "H", "C", "H", "C", "H", "H", "C", "H", "H", "C", "H", "H", "H", "H", "N", "C", "N", "C", "C", "C", "C", "C", "C", "H", "H", "H", "H", "H", "H"], "coordinates": [[-1.365, -1.623, 0.600], [-2.686, -0.145, 1.921], [0.541, -2.778, 1.492], [-2.329, -3.438, 0.118], [-1.839, -3.830, -0.814], [-3.156, -3.001, -0.517], [-0.359, 0.356, -1.654], [-1.439, -0.259, -1.222], [0.601, -0.177, -1.585], [-2.830, 0.350, -1.158], [-1.586, -1.362, -1.349], [-2.888, 1.252, -2.384], [-3.630, -0.417, -1.144], [-2.963, 0.974, -0.269], [-1.833, 2.350, -2.076], [-2.586, 0.687, -3.273], [-3.888, 1.625, -2.612], [-0.404, 1.761, -2.098], [-1.915, 3.218, -2.738], [-2.041, 2.614, -1.027], [0.029, 1.835, -3.094], [0.273, 2.322, -1.433], [1.360, 0.741, 3.109], [0.265, 0.740, 2.326], [0.497, 0.153, 1.166], [1.854, -0.114, 1.091], [2.605, -0.811, 0.138], [3.952, -1.080, 0.444], [4.511, -0.712, 1.694], [3.715, -0.090, 2.687], [2.409, 0.227, 2.345], [1.429, 1.007, 4.092], [-0.654, 1.170, 2.695], [2.126, -1.155, -0.784], [4.579, -1.607, -0.283], [5.578, -0.926, 1.895], [4.067, 0.141, 3.702]]}